1.
92
Properties=species:S:1:pos:R:3 method="wB97M-V/def2-TZVPD" total_charge=-1 homo_ev=-2.356
C 5.52114 1.19404 0.05367
C 5.53510 2.79925 0.04452
C 4.71664 3.33578 -1.21922
O 5.27172 3.53788 -2.33218
O 3.34547 3.62363 -1.02210
C 2.55978 2.46591 -1.50400
C 1.08680 2.85325 -1.96185
C 0.09561 3.35531 -0.79984
I 0.82498 2.93069 1.21824
C -1.23201 2.44175 -0.98151
C -2.45504 2.88473 -0.05296
C -3.35293 1.55001 0.20182
I -2.30128 0.12646 1.52465
H 4.56917 0.78869 -0.42125
H 6.43986 0.81332 -0.51655
H 5.59760 0.86687 1.14716
H 6.56781 3.27168 -0.01283
H 5.07819 3.13262 1.04760
H 2.61777 1.57041 -0.79030
H 3.11560 2.11984 -2.45873
H 0.62077 1.93152 -2.46503
H 1.18850 3.72098 -2.71227
H -0.99620 1.30931 -0.93442
H -1.56977 2.62950 -2.07180
H -3.08427 3.71083 -0.55349
H -2.16196 3.27603 0.97382
H -4.38125 1.82883 0.60660
H -3.51236 1.10452 -0.84818
Br -7.02014 -0.86343 -1.10007
C -5.99478 -2.52035 -1.18327
C -4.56026 -2.29702 -0.77569
Br -3.54535 -1.44014 -2.19976
H -6.10005 -2.90867 -2.19613
H -6.49154 -3.19728 -0.48598
H -4.05735 -3.25010 -0.60266
H -4.45488 -1.67007 0.11022
Br 0.56281 7.12900 -5.18929
C 2.25850 6.22826 -4.85192
C 2.67312 5.38326 -6.03074
Br 1.65337 3.72454 -6.10475
H 2.13731 5.65560 -3.93230
H 2.97774 7.03079 -4.68276
H 3.71432 5.07210 -5.93272
H 2.53688 5.88356 -6.98922
Br -4.62576 -4.97448 -5.31282
C -2.88993 -4.10000 -5.16094
C -1.87715 -5.00290 -4.50300
Br -2.15254 -5.08977 -2.57572
H -3.05094 -3.16679 -4.62143
H -2.59414 -3.87519 -6.18675
H -0.86898 -4.60461 -4.62814
H -1.90693 -6.02619 -4.87415
Br -4.60770 -8.58004 -3.25276
C -3.14088 -9.86096 -3.33047
C -1.82886 -9.17716 -3.62232
Br -1.68579 -8.69915 -5.50703
H -3.41105 -10.60896 -4.07534
H -3.11989 -10.32748 -2.34446
H -0.99320 -9.85386 -3.43719
H -1.68295 -8.26131 -3.04908
Br -9.77307 -2.27443 3.89233
C -9.37324 -1.94937 2.01216
C -9.91512 -3.05299 1.13855
Br -8.79889 -4.64820 1.23836
H -8.29339 -1.82817 1.93292
H -9.85880 -1.00102 1.77822
H -9.89358 -2.75683 0.08861
H -10.92717 -3.35640 1.40505
Br 4.89462 2.48488 4.94754
C 6.39934 1.24804 4.88610
C 7.69447 1.97185 4.61236
Br 7.84585 2.46160 2.73269
H 6.16017 0.49478 4.13581
H 6.42211 0.77922 5.87106
H 8.54753 1.31953 4.80591
H 7.80685 2.88982 5.18989
Br 1.00403 -1.75593 4.96972
C -0.78433 -2.49505 4.74046
C -0.72882 -3.93603 4.29680
Br -0.28250 -4.07688 2.40505
H -1.30830 -1.84752 4.03739
H -1.25355 -2.41320 5.72202
H -1.70902 -4.40579 4.39291
H 0.00688 -4.52674 4.84190
Br 7.73874 6.13917 4.47606
C 6.07267 6.23778 5.48209
C 6.28934 6.85279 6.84184
Br 7.11264 5.58232 8.07061
H 5.66777 5.22703 5.52559
H 5.41298 6.86273 4.87837
H 5.33509 7.11458 7.30148
H 6.93029 7.73364 6.81918

***

2.
84
Properties=species:S:1:pos:R:3 method="wB97M-V/def2-TZVPD" total_charge=0 homo_ev=-6.134
C -6.99111 1.54190 0.66331
C -6.58558 0.78900 -0.62301
C -5.13364 1.07108 -1.03523
C -4.15479 0.30029 -0.14647
C -2.68236 0.48407 -0.61483
C -1.83708 1.38908 0.29925
C -0.33591 1.10479 0.50632
N 0.14033 -0.31397 0.45815
N -0.49252 -1.20748 1.41446
C -1.30329 -2.31315 0.92983
C -1.02505 -0.62753 2.60132
C -2.50156 -0.76221 2.93481
O -0.36272 0.00034 3.36244
C 1.57512 -0.27622 1.00208
C 2.50115 0.80513 0.45090
C 3.29151 1.51554 1.56499
C 2.39908 2.37531 2.46910
C 4.25978 2.53011 0.84389
C 2.11846 -1.69425 0.78547
C 3.59590 -1.90974 1.09531
C 3.93051 -3.39780 1.33668
C 3.58456 -3.84891 2.77087
F 4.68990 -4.41741 3.37582
C 1.53528 -1.99760 -0.67165
P 2.89062 -2.26774 -1.87840
N 3.67474 -1.00860 -2.36881
C 0.45406 -0.90862 -0.90863
C 0.83254 -0.01062 -2.09336
C -0.27746 0.86551 -2.70011
C 0.17086 1.26294 -4.11746
F 1.42634 1.73531 -4.10861
Br -0.08310 -0.19530 -5.37397
C -0.77436 2.47268 -4.57427
F -1.08075 2.35095 -5.89078
F -1.96398 2.39877 -3.93706
Br 0.05974 4.18734 -4.38516
H -6.24658 2.29225 0.93335
H -7.95752 2.02241 0.52194
H -7.09739 0.87211 1.51790
H -7.24690 1.12773 -1.41983
H -6.67693 -0.28867 -0.47430
H -4.95667 0.89194 -2.09590
H -4.94950 2.13640 -0.84794
H -4.37518 -0.76358 -0.29205
H -4.28290 0.58668 0.89709
H -2.77610 1.00156 -1.57093
H -2.24434 -0.47977 -0.86463
H -1.90850 2.41442 -0.06487
H -2.31095 1.40825 1.28535
H 0.20170 1.70042 -0.22596
H -0.03097 1.56771 1.44207
H -2.29004 -2.05986 0.53124
H -0.82190 -2.94433 0.18685
H -1.49117 -2.97591 1.77439
H -2.80338 0.06380 3.56713
H -3.13836 -0.81620 2.05540
H -2.61406 -1.70587 3.47518
H 1.68766 -0.19885 2.08368
H 2.01841 1.61389 -0.08475
H 3.26898 0.42197 -0.22179
H 3.92715 0.81465 2.10975
H 1.94985 1.74612 3.24833
H 3.04581 3.06492 3.01244
H 1.63915 2.91331 1.90620
H 4.43306 2.29618 -0.22059
H 3.76539 3.48735 0.85032
H 5.17556 2.63875 1.44619
H 1.63513 -2.46508 1.39221
H 4.28396 -1.42653 0.40312
H 3.77623 -1.42181 2.05899
H 4.98098 -3.58717 1.12456
H 3.31584 -4.00140 0.66429
H 2.76955 -4.57421 2.73523
H 3.24845 -2.98200 3.34522
H 1.10952 -3.00326 -0.57131
H 2.26119 -2.91303 -2.96959
H 3.75789 -3.22183 -1.31796
H 4.66572 -1.07380 -2.17202
H -0.35794 -1.50541 -1.33156
H 1.71248 0.62184 -1.96309
H 1.07750 -0.69133 -2.91256
H -0.42256 1.80755 -2.17488
H -1.18279 0.28259 -2.84500
Br 2.93022 3.28209 -1.36406

***

3.
99
Properties=species:S:1:pos:R:3 method="wB97M-V/def2-TZVPD" total_charge=0 smiles="O=C1OC[C@@H](F)O1.COC(=O)OC.COC(=O)OC.COC(=O)OC.COC(=O)OC.COC(=O)OC.COC(=O)OC.COC(=O)OC.ClCCl" homo_ev=-10.290
O 5.79044 16.91011 3.06680
C 4.88606 16.08387 3.08237
O 3.91192 15.86955 2.14237
C 3.06493 14.74713 2.53294
C 3.40633 14.67515 4.02205
F 3.77491 13.42870 4.14994
O 4.61142 15.43424 4.19489
H 1.99661 14.87221 2.35647
H 3.35268 13.88083 1.93727
H 2.59013 14.85978 4.72050
C 7.03900 15.18253 9.67134
O 5.66358 14.90967 9.69054
C 5.01822 15.13182 8.55759
O 5.46514 15.65864 7.55659
O 3.80476 14.61557 8.70307
C 3.00266 14.15977 7.57292
H 7.58377 14.53236 8.98679
H 7.47107 14.91444 10.63547
H 7.20259 16.21489 9.36222
H 2.65995 14.99799 6.96625
H 2.14645 13.60155 7.95158
H 3.60196 13.51459 6.93051
C 6.15039 18.29156 -0.05992
O 6.73478 19.22987 -0.94377
C 6.49791 20.52684 -0.68530
O 5.77159 21.00018 0.18888
O 7.20579 21.27270 -1.54543
C 6.80958 22.58158 -1.87472
H 6.53114 17.28389 -0.22642
H 5.06232 18.25842 -0.11571
H 6.36805 18.57693 0.96930
H 6.39992 23.06856 -0.98977
H 5.97649 22.50855 -2.57381
H 7.58781 23.24876 -2.24528
C 2.34930 11.11055 0.49928
O 1.90952 11.61685 1.74128
C 1.98176 10.82234 2.79143
O 2.64379 9.78568 2.86951
O 1.26130 11.41996 3.74837
C 1.19322 10.81317 5.06460
H 1.86839 11.76374 -0.22885
H 2.14433 10.05153 0.34257
H 3.42561 11.26345 0.42004
H 1.88689 11.27902 5.76452
H 1.46735 9.75831 5.04944
H 0.22305 10.88983 5.55551
C 10.15580 14.86801 2.05962
O 9.50671 13.61304 2.04940
C 8.18840 13.48628 1.74915
O 7.45028 14.32133 1.26350
O 7.80565 12.31248 2.17354
C 6.40470 12.01021 2.29230
H 10.58174 15.10219 1.08400
H 10.93781 15.00330 2.80678
H 9.36611 15.58324 2.28974
H 5.84920 12.31249 3.18007
H 6.20248 10.93992 2.33356
H 5.83184 12.39725 1.44961
C 3.04829 19.55983 2.54955
O 2.91275 19.34908 3.97059
C 1.76492 18.95806 4.47239
O 0.65945 18.83813 3.91785
O 2.02926 18.55940 5.76902
C 0.94778 18.12467 6.57565
H 3.88037 20.23456 2.34840
H 2.13189 19.91625 2.07916
H 3.21432 18.64734 1.97693
H 0.45601 17.35486 5.98096
H 0.12288 18.82363 6.71382
H 1.12594 17.53931 7.47772
C -0.87000 15.76368 3.29079
O -1.37820 14.58581 3.97599
C -0.66409 14.03921 4.98000
O 0.39051 14.50903 5.42051
O -1.32828 13.00727 5.64379
C -2.57895 12.44804 5.18693
H 0.11807 15.43940 2.96420
H -0.70804 16.61480 3.95220
H -1.47254 16.11512 2.45321
H -2.67821 12.48519 4.10210
H -3.48164 12.82221 5.66988
H -2.58377 11.39462 5.46687
C 8.09143 24.42170 4.82821
O 7.48559 23.40831 4.02874
C 7.54675 22.09100 4.41803
O 8.28771 21.60701 5.28101
O 6.64049 21.41981 3.69253
C 6.81545 20.00106 3.62312
H 9.13918 24.20658 4.61835
H 7.89882 24.27659 5.89120
H 7.82810 25.44145 4.54738
H 5.93795 19.54349 3.16627
H 6.98191 19.57155 4.61101
H 7.71178 19.74125 3.05991
Cl 9.10833 17.72150 4.87651
C 8.03655 16.65558 5.83326
Cl 8.65182 14.99157 5.83024
H 7.96669 17.02386 6.85678
H 7.00819 16.57739 5.48048